Here is a cluster of 10 separate species, C31H73N9O11 in total at a distorted geometry from the Open Molecules 2025 dataset. Energies are from ωB97M-V/def2-TZVPD.

Geometry as XYZ:
```
124
Properties=species:S:1:pos:R:3:forces:R:3
C 3.799 -2.344 0.075 -0.16 -1.61 0.10
N 4.728 -1.518 -0.568 1.42 1.07 -0.72
C 5.728 -2.010 -1.363 -1.15 -1.80 -1.96
C 6.457 -0.963 -2.210 0.04 -0.11 1.34
O 5.858 -3.239 -1.615 0.00 2.63 1.35
H 4.351 -3.227 0.401 -0.23 -0.11 0.33
H 3.052 -2.716 -0.628 -0.34 0.10 0.10
H 3.355 -1.830 0.915 -0.23 -0.01 0.17
H 4.465 -0.543 -0.626 0.59 0.11 -0.07
H 6.413 -1.289 -3.237 0.05 -0.02 -0.24
H 7.493 -0.901 -1.873 0.05 -0.08 -0.20
H 6.016 0.025 -2.070 -0.02 -0.04 -0.17
C -2.577 4.511 -4.271 -0.13 -0.12 -0.44
N -1.517 4.766 -3.318 -1.80 1.02 0.78
C -1.760 4.551 -1.999 0.96 0.75 0.44
C -0.626 4.923 -1.051 1.02 0.83 -0.61
O -2.814 4.131 -1.587 -0.75 -0.56 0.17
H -2.374 4.973 -5.236 0.25 0.14 0.11
H -3.523 4.899 -3.905 -0.07 0.00 0.14
H -2.669 3.437 -4.448 -0.29 0.31 0.13
H -0.668 5.180 -3.621 0.20 0.34 0.12
H -0.813 5.886 -0.564 -0.38 -0.20 0.02
H 0.319 5.097 -1.588 -0.20 -0.12 -0.12
H -0.374 4.199 -0.288 -0.47 -0.35 0.00
C 2.873 0.593 2.253 0.13 -1.22 -0.09
N 2.204 1.182 1.109 -0.60 -0.65 1.14
C 2.846 1.595 0.003 -2.71 1.62 0.33
C 2.056 2.464 -0.922 -0.41 0.10 0.03
O 4.013 1.522 -0.154 4.07 -1.25 -0.44
H 2.465 -0.405 2.501 -0.43 0.53 0.03
H 2.812 1.231 3.132 0.14 0.03 0.02
H 3.904 0.311 2.032 0.08 0.75 -0.17
H 1.210 1.372 1.235 0.28 0.04 -0.51
H 2.551 2.527 -1.884 -0.03 -0.21 -0.16
H 2.162 3.453 -0.463 -0.39 0.05 -0.13
H 1.014 2.160 -0.993 -0.13 0.24 -0.10
C -0.240 5.470 3.703 0.27 -0.82 -1.08
N 0.973 5.738 2.930 0.04 -0.36 -0.12
C 0.987 6.707 1.964 1.24 -0.53 1.07
C 2.321 6.997 1.347 1.18 -0.65 -0.34
O 0.034 7.392 1.763 -1.86 1.27 -0.66
H -0.723 6.411 3.920 0.01 0.11 0.33
H 0.041 4.876 4.569 -0.06 0.34 0.29
H -0.945 4.854 3.126 0.00 0.24 0.09
H 1.629 4.990 2.771 0.05 -0.03 0.40
H 2.521 8.062 1.400 -0.22 0.10 -0.18
H 2.405 6.650 0.313 -0.37 0.29 -0.04
H 3.163 6.504 1.848 -0.30 0.00 0.19
C -1.632 -3.570 -4.557 1.15 -0.57 0.77
N -0.873 -3.484 -5.789 0.61 0.04 0.18
C 0.460 -3.155 -5.759 -0.41 0.42 -0.38
C 1.122 -2.921 -7.110 -0.60 0.04 0.33
O 1.050 -2.953 -4.715 -0.06 -0.12 0.30
H -2.658 -3.873 -4.700 -0.25 0.42 -0.31
H -1.479 -2.657 -3.977 -0.57 0.16 -0.16
H -1.196 -4.339 -3.901 -0.02 0.01 -0.26
H -1.311 -3.617 -6.675 -0.21 -0.04 -0.23
H 0.864 -1.910 -7.435 -0.05 -0.07 -0.02
H 0.749 -3.629 -7.850 0.22 0.01 -0.11
H 2.196 -2.955 -6.988 0.13 -0.24 -0.05
C -3.186 -2.501 7.425 -1.06 0.75 -0.16
N -2.643 -1.173 7.598 0.52 1.01 -0.69
C -2.098 -0.453 6.560 -0.32 -0.68 0.48
C -1.628 0.947 6.883 0.24 0.07 -0.25
O -1.989 -0.917 5.430 0.16 0.26 0.42
H -3.135 -3.006 8.381 0.40 -0.52 -0.13
H -2.701 -2.953 6.573 0.31 -0.46 0.20
H -4.254 -2.435 7.174 0.09 -0.07 -0.06
H -2.961 -0.631 8.382 0.16 -0.05 0.16
H -2.158 1.608 6.198 -0.02 0.18 0.16
H -0.565 1.048 6.652 -0.08 -0.23 -0.16
H -1.728 1.275 7.916 -0.36 -0.15 0.00
C -1.717 -4.003 3.325 0.02 -0.22 1.82
N -2.650 -2.894 3.378 0.10 0.41 -0.65
C -3.955 -3.063 3.048 -0.46 0.04 1.09
C -4.840 -1.855 3.342 0.35 0.72 -0.46
O -4.417 -4.118 2.663 -0.07 -0.13 -0.47
H -2.050 -4.850 2.744 -0.22 0.27 -0.56
H -1.662 -4.388 4.361 0.31 -0.13 -0.27
H -0.707 -3.694 3.062 -0.09 0.13 -0.31
H -2.416 -2.100 3.976 -0.03 -0.37 -0.32
H -4.893 -1.592 4.401 0.19 -0.29 0.04
H -5.852 -1.994 2.979 -0.02 -0.30 -0.09
H -4.427 -0.968 2.838 -0.09 -0.18 0.11
C -2.535 0.516 -4.934 -1.26 -0.86 -1.07
N -1.651 1.451 -4.379 1.15 0.70 0.18
C -0.779 2.184 -5.127 0.18 -0.13 -1.65
C 0.143 3.065 -4.345 0.14 -0.38 1.57
O -0.737 2.158 -6.368 -0.36 -0.15 1.65
H -2.671 0.698 -5.998 0.25 0.16 -0.05
H -3.528 0.631 -4.498 0.00 -0.24 0.23
H -2.184 -0.512 -4.840 -0.05 -0.13 0.18
H -1.540 1.402 -3.379 0.12 0.33 0.11
H 1.107 2.582 -4.204 0.24 0.01 -0.41
H -0.273 3.262 -3.337 0.75 -0.90 -0.77
H 0.230 4.058 -4.772 0.42 -0.32 -0.64
C 1.276 -7.652 1.939 0.37 -1.70 0.60
N 1.468 -6.513 1.138 -0.48 0.94 -0.74
C 0.452 -5.805 0.575 -1.03 -0.20 -0.41
C 0.921 -4.552 -0.117 0.52 -0.33 0.43
O -0.737 -6.107 0.655 1.06 0.04 0.18
H 1.815 -8.517 1.530 0.09 0.13 0.05
H 0.241 -7.972 1.961 -0.25 0.42 0.05
H 1.651 -7.487 2.949 -0.18 -0.06 0.16
H 2.403 -6.221 0.938 0.19 0.11 -0.03
H 1.845 -4.733 -0.667 0.14 0.12 0.18
H 1.099 -3.875 0.727 0.09 0.37 -0.47
H 0.210 -4.163 -0.820 -0.54 0.16 -0.02
C 0.324 -0.361 -2.501 1.17 -0.19 0.14
O -0.589 0.055 -1.542 -0.38 0.80 0.21
C -0.353 -0.543 -0.278 -0.39 -1.15 -1.38
C -1.167 0.198 0.679 -1.00 0.48 1.34
O -0.771 1.545 0.647 0.93 0.48 -0.33
C -1.628 2.361 1.379 -1.56 -1.49 1.05
H 1.340 -0.108 -2.154 0.06 -0.50 -0.04
H 0.228 0.196 -3.420 -0.48 0.00 -0.23
H 0.204 -1.426 -2.676 0.38 -0.26 -0.30
H 0.712 -0.577 -0.025 -0.02 0.12 -0.09
H -0.754 -1.569 -0.332 0.38 -0.06 0.24
H -1.082 -0.218 1.699 0.16 0.05 -0.12
H -2.238 0.130 0.437 0.15 -0.02 -0.22
H -1.412 3.408 1.301 0.26 0.29 -0.15
H -1.631 1.993 2.419 0.28 0.56 0.25
H -2.666 2.140 1.081 0.12 0.58 -0.32
```
Forces are in eV/Å.

Properties
Kohn-Sham gap: 8.99 eV
SMILES: CNC(C)=O.CNC(C)=O.CNC(C)=O.CNC(C)=O.CNC(C)=O.CNC(C)=O.CNC(C)=O.CNC(C)=O.CNC(C)=O.COCCOC
energy relative to the best compared isomer or geometry (same formula, charge and spin): 0.0 kcal per mole
charge: 0
highest occupied orbital energy: -0.330 Eh
electronic energy: -2545.47979 a.u.